{"formula": "C10H7BrN4", "method": "wB97M-V/def2-TZVPD", "molar_mass_g_mol": 263.1, "homo_ev": -9.06, "orbital_gap_ha": 0.3152, "species": ["C", "C", "C", "C", "C", "C", "C", "C", "C", "C", "N", "N", "N", "N", "Br", "H", "H", "H", "H", "H", "H", "H"], "positions_angstrom": [[0.39144, 1.41934, 0.70014], [1.56477, 0.69160, 0.63836], [0.44063, -1.19462, -0.37746], [-0.77653, 0.84499, 0.20515], [1.62436, -0.60075, 0.10532], [-0.67634, -0.43570, -0.30450], [-2.10432, 1.38380, 0.10390], [4.08541, -0.90962, 0.26401], [2.86120, -1.36584, 0.02152], [-2.67096, -0.77104, -0.83299], [-2.71177, 2.51888, 0.34245], [-3.96847, 2.35212, -0.05316], [-4.17666, 1.19608, -0.52216], [-3.02437, 0.52539, -0.44965], [-3.37171, -2.18047, 0.25633], [0.36704, 2.41326, 1.11861], [2.46594, 1.14251, 1.02216], [0.44328, -2.19251, -0.78366], [4.94756, -1.54799, 0.16527], [4.28352, 0.10727, 0.55905], [2.74149, -2.39616, -0.28983], [-2.73550, -1.00054, -1.88884]], "forces_ev_per_angstrom": [[-0.32, -0.03, -0.09], [0.10, -0.08, 0.00], [0.52, 0.08, 0.16], [0.81, -0.32, 0.02], [-0.61, 0.17, -0.03], [-4.44, -0.21, -1.05], [-1.10, -0.16, -0.35], [-0.10, -0.11, -0.04], [0.53, -0.13, 0.00], [3.98, -0.19, 0.94], [1.54, -0.08, 0.39], [-0.96, 0.62, -0.01], [-0.93, -1.08, -0.62], [0.92, 1.37, 0.73], [-0.03, 0.14, -0.17], [0.05, 0.11, 0.05], [0.10, 0.03, 0.05], [0.00, -0.15, -0.06], [0.07, -0.13, -0.02], [-0.01, 0.19, 0.04], [0.02, -0.09, -0.01], [-0.13, 0.03, 0.06]]}